(1)
The following is a quantum chemistry calculation of a structure of composition C16H39INiP2Si in a non-equilibrium geometry, from OMol25.

Highest occupied orbital energy (alpha / beta), Ha: -0.247 / -0.273
Charge: 0
2S+1: 1
Relative energy (zero: lowest compared OMol25 entry of this formula, charge and spin), kJ/mol: 133.3

XYZ file:
```
60
Properties=species:S:1:pos:R:3:forces:R:3:lowdin_charge:R:1
I -2.095759 -0.297371 2.988650 -0.08 0.12 0.02 0.6570
Ni -0.063734 0.029691 0.073762 -0.02 0.41 -0.16 -0.1302
P -0.954860 2.255340 -0.088514 -0.20 -0.21 0.37 0.8407
P -1.189593 -0.355265 -1.884379 0.43 0.13 0.04 0.8122
Si 2.224851 -0.645018 0.128099 -0.46 -0.14 0.11 0.7352
C 2.558179 1.662097 -1.435348 -0.20 -0.11 -0.02 -0.1389
C 2.898896 0.161473 1.716041 0.11 -0.17 -0.15 -0.1981
C -2.590081 0.833392 -1.762848 -0.13 -0.15 -0.06 -0.4070
C -0.370865 -0.780995 1.802465 0.75 -0.83 -0.47 -0.8079
C 3.146081 0.245619 -1.338135 -0.01 0.19 0.11 -0.6362
C 4.653362 0.397888 -1.093839 0.00 0.00 0.09 -0.0980
C 1.941996 -3.313392 -0.955636 -0.09 0.06 -0.04 -0.1069
C -2.127543 2.840717 1.181357 -0.05 0.16 0.00 -0.3116
C 2.609203 -2.548873 0.191231 -0.05 0.04 0.09 -0.6384
C 2.062679 -3.151150 1.494591 0.01 0.12 0.08 -0.1126
C 2.947299 -0.415459 -2.698893 -0.05 -0.15 0.02 -0.1014
C 4.113718 -2.834766 0.157985 0.05 0.09 -0.09 -0.1016
C -2.017336 -1.974262 -1.830889 -0.08 -0.05 -0.10 -0.2497
C 0.030221 3.773895 -0.336980 0.06 0.04 -0.05 -0.2621
C -0.740214 -0.171616 -3.646898 -0.09 -0.10 -0.05 -0.2569
C -2.023890 2.238445 -1.588135 0.06 0.13 -0.13 -0.4084
H -2.810857 2.995314 -1.535146 0.02 -0.02 0.06 0.0874
H 4.563840 -2.564519 -0.798001 -0.01 0.02 -0.03 0.0614
H -0.015812 -0.932699 -3.930129 0.03 -0.04 0.01 0.0336
H 3.357008 0.225550 -3.485264 0.02 0.05 -0.07 0.0852
H -0.281407 0.802312 -3.814270 0.02 0.02 0.01 0.0390
H 3.458296 -1.375358 -2.770811 0.03 -0.06 0.03 0.0676
H 2.654880 1.223676 1.748292 -0.04 0.06 -0.07 0.0229
H -0.630676 4.632796 -0.467569 0.00 0.00 -0.01 0.0460
H 2.442787 -2.647243 2.385455 0.03 0.04 -0.01 0.0751
H -3.183751 0.547516 -0.888137 0.02 0.01 0.01 0.0821
H 0.872097 -3.095358 -1.007905 -0.03 0.01 0.03 0.0529
H 3.063285 2.226918 -2.225902 0.05 0.02 -0.05 0.0863
H -1.617504 2.926699 2.140301 0.03 -0.02 0.00 0.0305
H -2.382204 -2.153804 -0.819366 0.00 0.00 0.02 0.0436
H -2.550586 3.810433 0.909046 0.01 0.00 -0.02 0.0422
H 0.676676 3.683779 -1.209324 -0.02 -0.02 0.03 0.0253
H -1.393657 2.497543 -2.445213 -0.01 0.00 -0.01 0.0731
H 0.661347 3.950697 0.533379 0.01 -0.03 0.03 0.0479
H 1.891652 -0.579493 -2.918990 -0.02 -0.01 0.02 0.0430
H 2.370708 -4.199013 1.562859 0.00 -0.06 -0.02 0.0819
H 3.982857 0.068006 1.817799 0.03 -0.03 -0.01 0.0233
H -1.303225 -2.758552 -2.080313 0.03 0.00 0.01 0.0352
H 2.442163 -0.286806 2.596198 -0.04 -0.04 0.03 0.0107
H 4.872295 0.863505 -0.132543 -0.02 0.03 0.03 0.0700
H 4.286575 -3.905167 0.303523 0.01 -0.08 0.01 0.0813
H -1.619234 -0.268790 -4.287138 -0.01 0.00 0.00 0.0473
H 2.662971 2.228047 -0.508089 0.00 -0.03 0.07 0.0715
H 5.187099 -0.550452 -1.133352 -0.02 -0.05 0.02 0.0628
H -0.673929 -1.718698 1.292325 -0.17 0.16 0.25 -0.0576
H -2.926139 2.114824 1.315723 -0.02 -0.01 -0.03 -0.0158
H 5.080263 1.042398 -1.868769 0.04 0.03 -0.06 0.0820
H -3.240712 0.755540 -2.639255 0.02 0.00 0.02 0.0863
H 1.490232 1.618138 -1.683446 0.10 0.00 0.03 0.0319
H 4.654638 -2.308486 0.946281 0.00 0.05 0.04 0.0799
H 0.974403 -3.127575 1.536199 -0.03 0.02 -0.02 0.0589
H -2.856509 -2.026245 -2.527742 0.01 0.02 0.00 0.0493
H 0.368650 -1.126922 2.522173 -0.08 0.32 0.10 -0.0679
H 2.050601 -4.390742 -0.796651 0.02 -0.06 0.01 0.0838
H 2.376455 -3.085535 -1.927362 0.04 0.07 -0.06 0.0610
```
Positions in Å, forces in eV/Å.


(2)
The following is a quantum chemistry calculation of the molecule C7H9Cl3Si in a non-equilibrium geometry, from OMol25.

Highest occupied orbital energy (alpha / beta), Ha: -0.293 / -0.295
SMILES string: Cl[Si](Cl)(Cl)C1=C2CC[C@@H](C2)C1
Charge: 0
2S+1: 1
Relative energy (zero: lowest compared OMol25 entry of this formula, charge and spin), kJ/mol: 308.5

XYZ file:
```
20
Properties=species:S:1:pos:R:3:forces:R:3:lowdin_charge:R:1
Cl 4.201149 2.015458 0.842855 0.40 0.89 0.76 0.3612
Cl 4.255803 -1.471706 1.475385 -0.20 1.40 -0.66 0.2163
Cl 4.639825 -0.080556 -1.494308 -0.01 -0.24 -0.39 0.3024
Si 3.674768 0.192911 0.263695 -2.62 -1.85 0.29 -0.6182
C 0.963343 -0.905031 -0.347705 -0.47 0.48 0.20 -0.2259
C 1.719552 0.106896 0.275110 0.40 -1.88 -0.42 -0.3008
C -0.521887 -1.011891 0.204523 2.14 -0.07 2.03 -0.0883
C 0.625396 -0.723331 -1.813539 1.66 -1.56 -1.44 -0.1499
C -0.653306 0.543874 -0.116043 1.54 -2.69 1.09 -0.2616
C -0.390999 0.466004 -1.617285 3.59 2.29 0.59 -0.1324
C 0.614681 1.120549 0.642268 0.52 -0.01 -0.09 -0.1323
H 0.122431 1.459836 -1.900073 -0.56 -1.48 0.12 0.1413
H -0.539891 -1.440483 1.299256 -0.02 1.47 -1.81 0.1408
H -1.528039 0.915502 0.291542 -1.95 1.28 0.11 0.1014
H 0.177790 -1.692877 -2.235182 0.42 1.63 0.33 0.1247
H 1.085422 1.971459 0.082499 -0.99 0.06 0.79 0.1161
H -1.178207 0.393030 -2.255740 -2.64 -0.42 -1.44 0.0724
H 1.534672 -0.435824 -2.433210 -1.25 -0.29 0.60 0.1128
H 0.416293 1.340727 1.712859 0.18 0.11 -0.63 0.1162
H -1.061308 -1.770049 -0.387102 -0.14 0.85 -0.03 0.1039
```
Positions in Å, forces in eV/Å.


(3)
The following is a quantum chemistry calculation of a structure of composition C37H33AlN6O8PS4Se in a non-equilibrium geometry, from OMol25.

Highest occupied orbital energy, Ha: -0.200
Charge: -1
2S+1: 1
Relative energy (zero: lowest compared OMol25 entry of this formula, charge and spin), kJ/mol: 169.1

XYZ file:
```
91
Properties=species:S:1:pos:R:3:forces:R:3:lowdin_charge:R:1
Se 2.501851 -1.545465 0.880793 1.65 -0.30 0.21 0.7650
S 1.487985 0.669826 4.533239 0.51 0.32 0.45 0.9711
S 2.394942 2.165002 2.147150 0.59 0.22 0.00 0.9650
S -1.833880 3.021119 -1.510311 0.67 0.57 -0.38 1.1029
S -3.199368 0.968634 0.604025 -0.67 0.13 0.30 0.6471
P 1.172251 -0.018089 -2.837888 0.14 -0.39 -0.81 1.1699
Al 0.016022 -0.172907 0.276066 -1.26 0.28 0.69 -0.1816
O 2.898551 -1.066103 2.336778 0.21 0.62 1.71 -0.4414
O -1.022080 -1.341088 1.331503 -0.37 -0.56 -0.10 -0.0374
O -3.914463 -0.260919 0.779532 0.29 -0.16 0.19 -0.2661
O 1.417853 -2.724746 0.881529 -1.36 -1.24 0.06 -0.4001
O 3.782093 -1.927720 0.040477 1.37 -0.17 -1.43 -0.4380
O -3.166015 -2.888601 1.507239 -0.08 -0.09 -0.28 0.0681
O -3.868050 2.006234 -0.149781 0.20 -0.02 0.08 -0.3622
O 1.730659 -0.267476 0.107697 0.83 -0.05 -0.29 -0.3557
N -0.495957 -0.147823 3.164507 -0.62 -0.44 0.65 0.0337
N 0.151759 1.719242 -0.540553 -0.55 -0.35 0.23 0.0219
N -1.292530 2.720775 5.946851 0.04 0.19 0.27 0.1026
N -0.239544 -1.891564 -0.962601 -0.34 0.04 0.82 0.0909
N -1.765506 0.669927 -0.106506 -1.07 -1.00 0.59 -0.0701
N 0.266817 0.546789 2.260851 0.56 0.00 -0.75 -0.0527
C 3.038689 1.631006 4.725771 -0.47 -0.09 -0.09 -0.4960
C -0.021792 1.820751 -4.538120 0.02 -0.03 -0.02 -0.1389
C -2.955710 -2.425210 5.602756 0.03 0.05 0.21 -0.1026
C -1.172904 -1.093046 2.592860 0.91 0.44 0.14 -0.3557
C 2.929870 0.549784 -5.041068 -0.01 0.00 0.04 -0.1095
C 0.215262 -2.510793 -2.156785 0.26 -0.16 -0.73 -0.2831
C 5.162481 0.301010 -3.409842 0.13 -0.05 -0.07 -0.0776
C 5.314034 0.624717 -4.749137 0.08 0.04 -0.05 -0.1026
C 2.772214 0.236181 -3.694552 -0.17 0.14 0.04 -0.3551
C 3.696772 1.742514 3.369106 -0.11 -0.05 -0.37 -0.4851
C -3.080769 -2.694674 2.826374 0.29 0.02 0.42 -0.2604
C -0.202218 3.604467 -1.764672 -0.46 -0.08 0.05 -0.3673
C -3.985142 -3.370048 3.650646 -0.04 0.00 -0.18 -0.0131
C 0.374900 -4.499574 -3.509983 -0.09 -0.02 0.00 -0.0832
C -2.187820 0.233046 -5.186664 -0.18 0.05 0.02 -0.0826
C -1.326361 2.983658 3.545532 -0.06 -0.03 0.03 -0.0329
C 4.198088 0.747400 -5.561250 0.07 0.02 -0.18 -0.0982
C 1.482673 -2.493544 -4.201972 -0.07 -0.07 0.09 -0.0668
C 1.291111 1.052008 2.846389 -0.67 -0.17 0.28 -0.9155
C -2.059601 -1.749766 4.802439 -0.10 -0.17 -0.11 -0.0358
C 1.180315 -3.824786 -4.413719 0.08 0.01 -0.13 -0.0867
C -1.057101 2.343729 -5.286861 0.00 0.09 -0.09 -0.0981
C -3.925539 -3.231955 5.020147 -0.01 -0.04 -0.06 -0.0954
C -3.315023 1.066913 3.361406 -0.13 0.04 0.02 -0.0615
C 3.898479 0.109500 -2.883409 -0.07 0.04 0.02 -0.0763
C -2.770487 1.615171 2.212953 -0.21 -0.29 -0.46 -0.2694
C -1.795703 2.367317 4.707934 -0.27 0.00 -0.33 -0.3333
C -0.099920 -3.849207 -2.387475 -0.03 -0.03 0.01 -0.0140
C -1.164118 -0.284339 -4.414293 0.12 -0.01 -0.04 -0.0701
C -1.801453 2.596133 2.308576 0.08 0.26 0.13 -0.0625
C -1.150706 1.699480 -0.645553 -0.05 2.14 -1.03 -0.7416
C 0.697903 2.788792 -1.184348 0.35 0.23 -0.24 -0.2347
C -2.832843 1.439194 4.599250 -0.05 0.21 -0.03 -0.0343
C -2.108561 -1.866408 3.414457 -0.30 -0.27 -0.13 -0.0675
C -0.061782 0.501373 -4.091314 0.11 0.12 0.26 -0.3432
C 0.995424 -1.823749 -3.084998 -0.08 0.08 0.39 -0.2891
C -2.143423 1.548965 -5.613959 -0.14 0.03 -0.07 -0.0992
H -2.906382 -2.333759 6.678336 0.04 0.02 0.07 0.0921
H 4.098871 0.779714 3.046288 0.00 0.08 0.06 0.0629
H -1.155359 -2.276883 -0.722417 0.22 0.21 -0.11 0.1171
H 1.768772 2.899304 -1.189026 0.13 0.05 -0.01 0.1178
H 2.092103 -1.958463 -4.915132 0.06 0.03 -0.06 0.1001
H 1.562422 -4.333318 -5.287389 0.03 -0.04 -0.06 0.0972
H 6.031047 0.190814 -2.776424 0.04 -0.01 0.07 0.1040
H -1.441622 2.040128 6.676040 0.10 0.03 -0.07 0.0873
H 0.412332 -2.305557 -0.196156 -0.34 -0.31 -0.21 0.0456
H -0.716400 -4.382499 -1.674983 0.00 0.01 0.08 0.1198
H -1.398341 3.044637 1.413255 0.11 0.12 0.00 0.1063
H -1.223475 -1.304199 -4.061127 -0.01 -0.05 -0.01 0.1019
H 4.317058 0.991722 -6.609947 0.00 0.01 -0.01 0.0963
H 0.115676 -5.535018 -3.684666 0.00 -0.05 0.04 0.0995
H -1.029012 3.378646 -5.598905 0.02 0.07 -0.07 0.1001
H 4.461962 2.517735 3.343016 -0.03 0.02 -0.06 0.0756
H -3.232566 0.985808 5.494451 -0.07 -0.09 0.08 0.1110
H 2.065184 0.636702 -5.686829 -0.02 0.02 0.01 0.0993
H 6.300936 0.781775 -5.163971 0.05 0.00 -0.01 0.0941
H 3.778668 -0.156550 -1.842669 0.01 -0.07 0.19 0.0852
H 3.669116 1.081812 5.422281 0.06 0.03 0.05 0.0735
H -1.289081 -1.126152 5.223809 0.10 0.13 0.07 0.1067
H -0.041902 4.510046 -2.316085 0.17 0.16 -0.04 0.0611
H -3.039234 -0.387824 -5.426641 -0.07 -0.03 -0.04 0.1006
H -4.090770 0.324456 3.276533 -0.08 -0.20 0.00 0.1193
H -4.727907 -3.994693 3.177002 -0.06 -0.06 -0.03 0.1130
H 0.826553 2.438892 -4.277312 0.02 0.09 0.02 0.1011
H -4.630542 -3.764214 5.645145 -0.05 -0.02 0.00 0.0968
H 2.790140 2.611224 5.135873 0.12 0.01 0.02 0.0617
H -2.556078 -2.254781 1.077621 -0.07 -0.11 0.10 0.0724
H -0.551880 3.734310 3.614719 0.11 0.07 -0.01 0.1129
H -0.350841 3.084835 5.934443 -0.08 -0.15 0.01 0.0781
H -2.962077 1.960297 -6.186352 -0.06 0.03 -0.07 0.0956
```
Positions in Å, forces in eV/Å.


- What is the relative energy (zero: lowest compared OMol25 entry of this formula, charge and spin) in the second record?
  308.5 kJ/mol